Entry 1:
One molecule with the formula C5H12O, computed with the ωB97M-V functional and the def2-TZVPD basis.

The calculation puts the total energy at -7426.916 eV. The energy above the lowest of the compared OMol25 structures with the same formula, charge and spin comes out at 38.2 kJ/mol. For the HOMO energy, the calculation gives -10.141 eV.

Last column: natural (NBO) charge in e.
CARTESIAN COORDINATES (ANGSTROEM)
O 2.056151 1.319841 -0.307265  -0.73
C -0.614443 -0.358765 -0.603668  -0.22
C -0.905623 1.123693 -0.913514  -0.62
C 1.952882 -0.089982 -0.438340  -0.06
C 0.664263 -0.556982 0.223924  -0.41
C -1.805522 -1.013461 0.102620  -0.60
H -2.008031 -0.521766 1.062919  0.20
H 2.813228 -0.584882 0.041183  0.16
H -0.345557 1.784754 -0.250122  0.23
H -0.623439 1.388413 -1.936347  0.21
H 1.948848 -0.390925 -1.499352  0.16
H 0.767169 -1.623467 0.468456  0.21
H 2.738684 1.629515 -0.913210  0.47
H -0.471017 -0.894086 -1.554120  0.19
H -2.711890 -0.932104 -0.509620  0.21
H -1.627635 -2.078420 0.299295  0.20
H -1.971529 1.346482 -0.801511  0.20
H 0.572609 -0.023953 1.180576  0.21

Force components x, y, z for each atom (eV/Å):
0.216 0.144 -0.210
-0.008 -0.095 -0.009
-0.019 0.046 -0.016
-0.073 -0.451 -0.026
-0.025 -0.024 0.051
-0.048 -0.024 0.042
0.042 -0.059 -0.128
-0.143 0.138 -0.074
-0.122 -0.055 -0.018
0.027 -0.010 0.116
0.017 0.093 0.157
-0.001 0.150 -0.077
-0.079 0.016 0.141
-0.003 0.076 0.113
0.152 -0.005 0.107
0.000 0.184 -0.024
0.095 -0.051 -0.054
-0.026 -0.071 -0.090

***

Entry 2:
One molecule with the formula C5H12O at a distorted geometry, computed with the ωB97M-V functional and the def2-TZVPD basis.

The calculation puts the total energy at -7424.990 eV. The energy above the lowest of the compared OMol25 structures with the same formula, charge and spin comes out at 224.0 kJ/mol. For the HOMO energy, the calculation gives -9.687 eV.

Last column: natural (NBO) charge in e.
CARTESIAN COORDINATES (ANGSTROEM)
O 1.176671 -0.468729 0.202165  -0.56
C -0.267832 -0.311521 0.198984  0.25
C -0.444845 0.324791 -1.148093  -0.63
C -1.121627 -1.612034 0.233384  -0.62
C -0.702322 0.574212 1.372336  -0.63
C 2.054657 0.656070 -0.436873  -0.31
H -0.079864 1.472407 1.420817  0.21
H -1.359831 0.867984 -1.334072  0.20
H -0.608779 0.049092 2.331527  0.21
H -1.748954 0.885083 1.263487  0.21
H -1.116653 -2.120079 1.203148  0.21
H -0.837747 -2.329272 -0.542955  0.22
H 2.478150 1.141690 0.425161  0.20
H 1.854230 1.536971 -1.121988  0.20
H 2.725217 0.062726 -1.040151  0.21
H -0.203685 -0.412600 -1.921882  0.21
H 0.379511 1.017747 -1.141483  0.21
H -2.176305 -1.334544 0.036480  0.21

Force components x, y, z for each atom (eV/Å):
0.507 0.929 -0.634
-0.442 0.305 -0.378
-0.288 0.401 -0.337
0.416 0.008 0.132
0.049 0.116 -0.055
0.313 -0.948 0.900
-0.082 -0.014 -0.023
-0.477 -0.168 -0.078
0.075 0.029 -0.260
0.179 -0.066 -0.013
0.212 0.089 -0.089
0.143 0.153 0.105
0.682 -0.209 0.296
-0.887 -1.211 0.805
0.586 -0.121 0.352
-0.379 0.127 0.006
-1.184 0.523 -0.809
0.575 0.056 0.081

***

Entry 3:
One molecule with the formula C5H12O, computed with the ωB97M-V functional and the def2-TZVPD basis.

The calculation puts the total energy at -7426.340 eV. The energy above the lowest of the compared OMol25 structures with the same formula, charge and spin comes out at 93.7 kJ/mol. For the HOMO energy, the calculation gives -9.591 eV.

Last column: natural (NBO) charge in e.
CARTESIAN COORDINATES (ANGSTROEM)
O 1.682662 0.293287 0.770811  -0.55
C -1.985243 -0.820240 0.324659  -0.61
C -0.454055 1.212180 -0.011493  -0.43
C 1.930080 -0.992114 0.249423  -0.25
C -1.050862 -0.070627 -0.625831  -0.41
C 1.070125 1.258680 -0.065800  -0.05
H 1.418288 1.157692 -1.108755  0.16
H 1.039561 -1.638232 0.216276  0.16
H -2.122540 -1.862409 0.019225  0.21
H 2.647650 -1.464171 0.926924  0.19
H -1.577027 0.159407 -1.559480  0.20
H -0.237024 -0.738435 -0.916581  0.20
H 2.362183 -0.949993 -0.764429  0.16
H -0.846165 2.109137 -0.509392  0.21
H -1.575028 -0.826903 1.340754  0.20
H 1.420030 2.232912 0.302481  0.19
H -2.974530 -0.351603 0.367311  0.21
H -0.748097 1.291425 1.043901  0.21

Force components x, y, z for each atom (eV/Å):
0.029 0.035 0.119
-0.061 -0.051 0.040
-0.004 0.037 0.024
0.096 -0.226 -0.052
-0.013 -0.027 -0.114
-0.123 0.147 -0.146
-0.002 -0.098 0.184
0.176 0.205 0.081
-0.051 0.139 -0.021
-0.025 0.082 -0.165
0.027 0.009 0.139
-0.161 0.130 -0.031
-0.067 0.045 0.200
0.074 -0.136 0.056
-0.036 -0.031 -0.132
-0.051 -0.218 -0.068
0.146 -0.033 0.053
0.045 -0.009 -0.167

***

Entry 4:
One molecule with the formula C5H12O at a distorted geometry, computed with the ωB97M-V functional and the def2-TZVPD basis.

The calculation puts the total energy at -7426.288 eV. The energy above the lowest of the compared OMol25 structures with the same formula, charge and spin comes out at 98.7 kJ/mol. For the HOMO energy, the calculation gives -10.001 eV.

Last column: natural (NBO) charge in e.
CARTESIAN COORDINATES (ANGSTROEM)
O 1.665524 -0.715115 -0.950871  -0.80
C -1.860314 -0.676545 0.156300  -0.62
C 0.652015 1.542083 -0.509388  -0.64
C 0.491475 0.070294 -0.149866  0.30
C 0.662275 -0.160643 1.341583  -0.65
C -0.586333 -0.614982 -0.906734  -0.41
H 0.536834 1.705132 -1.579027  0.22
H 2.480186 -0.733036 -0.435300  0.45
H 0.551134 -1.213759 1.587149  0.22
H -1.709239 -1.485102 0.865234  0.20
H 1.664615 1.858430 -0.260421  0.22
H -2.077962 0.262091 0.658546  0.20
H -0.071627 2.154099 0.025467  0.21
H -0.366796 -1.640431 -1.187623  0.24
H -2.717504 -0.939544 -0.459561  0.21
H -0.043669 0.433771 1.918067  0.22
H -0.924622 -0.025077 -1.754443  0.21
H 1.654007 0.178336 1.640888  0.22

Force components x, y, z for each atom (eV/Å):
-0.864 1.301 1.476
0.808 -0.514 -2.328
0.240 -0.314 -0.040
3.493 -1.124 -2.306
0.100 -0.168 -0.430
-3.838 0.329 2.959
-0.107 -0.106 -0.020
-0.037 0.261 0.126
0.005 -0.028 0.109
0.069 0.116 0.173
-0.059 0.139 0.223
0.203 0.084 -0.009
-0.057 0.099 0.079
0.209 0.184 0.021
-0.305 -0.012 0.191
-0.174 -0.069 -0.029
0.220 -0.118 -0.165
0.093 -0.059 -0.028

***

Entry 5:
C5H12O as an isolated structure at a distorted geometry, computed with the ωB97M-V functional and the def2-TZVPD basis.

The calculation puts the total energy at -7419.414 eV. The energy above the lowest of the compared OMol25 structures with the same formula, charge and spin comes out at 762.0 kJ/mol. For the HOMO energy, the calculation gives -7.512 eV.

Last column: natural (NBO) charge in e.
CARTESIAN COORDINATES (ANGSTROEM)
O -1.532440 1.583822 -0.309011  -0.79
C -0.840063 -0.965109 0.471539  0.12
C 1.659580 -0.402304 -0.332012  -0.13
C -1.933362 0.342108 0.009561  -0.05
C 0.009318 -1.454652 -0.557869  -0.56
C 1.268052 0.896347 -0.766414  -0.76
H 1.493886 1.107494 -1.800809  0.22
H -2.390006 0.346270 0.985480  0.11
H 1.526694 -0.610538 0.709865  0.20
H 0.155816 1.082287 -0.567844  0.33
H -2.638364 -0.049399 -0.711087  0.16
H -0.282696 0.962824 2.369206  -0.02
H 0.197625 1.420696 2.097909  0.02
H -1.128058 -1.339107 1.437899  0.20
H 0.438612 -2.441566 -0.468498  0.23
H -0.209405 -1.199304 -1.618900  0.25
H 2.461866 -0.915619 -0.795129  0.21
H 1.742953 1.635751 -0.153883  0.25

Force components x, y, z for each atom (eV/Å):
1.139 -1.701 -0.138
-1.648 1.379 -4.745
-2.365 -1.198 1.242
0.970 0.844 1.876
0.586 0.393 0.547
-1.130 1.294 -0.408
0.024 0.003 -0.316
-1.017 0.169 0.741
1.136 0.384 0.615
0.790 0.448 -0.515
-0.073 -1.159 -0.456
-0.658 -0.668 0.439
0.660 0.641 -0.433
0.897 -0.445 0.378
0.066 -0.352 0.300
-0.136 0.226 1.010
0.282 -0.934 -0.572
0.478 0.675 0.437

***

Entry 6:
A 2-piece molecular cluster, C5H12O overall at a distorted geometry, computed with the ωB97M-V functional and the def2-TZVPD basis.

The calculation puts the total energy at -7425.592 eV. The energy above the lowest of the compared OMol25 structures with the same formula, charge and spin comes out at 165.9 kJ/mol. For the HOMO energy, the calculation gives -9.271 eV.

Last column: natural (NBO) charge in e.
CARTESIAN COORDINATES (ANGSTROEM)
O 0.373298 0.014101 -2.847378  -0.95
C -0.070559 -1.784554 -0.418378  -0.64
C 0.299962 -0.848244 0.714350  -0.45
C -1.321232 0.876757 0.102628  -0.40
C -0.143837 0.540899 0.678272  -0.01
C 0.524110 1.439318 1.737857  -0.65
H 0.702709 0.514042 -2.082187  0.48
H 1.402000 -0.837488 0.828387  0.20
H -1.961015 0.143954 -0.453472  0.21
H -0.080413 -1.455305 1.584196  0.22
H -1.897957 1.871424 0.215074  0.20
H 0.529701 0.512344 -3.610456  0.47
H 0.589019 1.219315 2.824600  0.23
H -1.086761 -2.094600 -0.354570  0.20
H 0.501575 -2.699829 -0.448372  0.21
H 1.568924 1.629363 1.485169  0.21
H -0.054538 -1.456318 -1.466038  0.24
H 0.125014 2.414822 1.510319  0.22

Force components x, y, z for each atom (eV/Å):
-0.194 -0.958 1.828
-0.228 -0.135 -1.644
1.456 -2.417 -0.076
-1.051 0.783 -0.047
-2.355 0.721 2.041
0.691 0.882 -1.485
-0.242 -0.093 -0.456
-0.345 -0.138 -0.003
1.123 0.564 0.311
0.376 1.268 -0.113
1.541 -1.454 -0.004
0.452 1.314 -1.662
-0.889 -0.392 -0.818
-1.050 -0.355 0.511
0.388 -0.264 0.485
0.343 -0.476 -0.214
0.490 0.569 0.564
-0.505 0.580 0.781

***

no.,frontier orbital gap (eV)
1,11.125
2,10.609
3,10.736
4,10.952
5,5.630
6,10.124